--- i ---
This record from OMol25 describes 2 unconnected molecules or ions with the total composition C6H17NO. The level of theory is wB97M-V/def2-TZVPD.

Bonds (Å) are listed after each position.
Atoms and positions in Å:
1 H -0.360 -2.006 -0.084  N23 1.006
2 H 1.164 -1.574 2.496  C13 1.080
3 H -1.588 -0.292 1.966  C17 1.095
4 H 2.515 1.938 -0.462  C21 1.110
5 H 0.464 0.135 -2.818  C6 1.106
6 C 1.421 0.213 -2.269  H5 1.106, C8 1.568, H10 1.070, H22 1.103
7 H -1.128 -1.980 2.209  C17 1.132
8 C 1.037 0.344 -0.755  C6 1.568, H18 1.110, C21 1.526, C25 1.592
9 H -0.994 -0.173 -1.520  C25 1.078
10 H 1.963 -0.704 -2.363  C6 1.070
11 H 0.856 0.178 1.908  C13 1.089
12 H 1.266 1.871 0.884  C21 1.109
13 C 0.522 -0.707 2.448  H2 1.080, H11 1.089, H14 1.085, C17 1.537
14 H 0.372 -0.487 3.500  C13 1.085
15 H -1.022 0.787 0.088  C25 1.125
16 O -3.491 0.325 -0.754  H19 0.958, H24 0.952
17 C -0.798 -1.011 1.723  H3 1.095, H7 1.132, C13 1.537, N23 1.454
18 H 1.471 -0.538 -0.237  C8 1.110
19 H -3.795 -0.432 -0.251  O16 0.958
20 H 0.940 2.392 -0.884  C21 1.112
21 C 1.465 1.696 -0.193  H4 1.110, C8 1.526, H12 1.109, H20 1.112
22 H 2.117 0.949 -2.708  C6 1.103
23 N -0.759 -1.157 0.278  H1 1.006, C17 1.454, C25 1.487
24 H -3.124 0.197 -1.622  O16 0.952
25 C -0.514 0.035 -0.577  C8 1.592, H9 1.078, H15 1.125, N23 1.487

The calculation puts the HOMO energy at -8.3 eV. Its SMILES is CCNCC(C)C.O. Its spin multiplicity is 1. The orbital gap is 0.33847 Eh. The total charge is 0. Its lowest unoccupied orbital energy is 0.96 eV. The molecular weight comes out at 119.21 g/mol.

---

--- ii ---
This record from OMol25 describes 2 unconnected molecules or ions with the total composition C6H17NO. The level of theory is wB97M-V/def2-TZVPD.

Bonds (Å) are listed after each position.
Atoms and positions in Å:
1 H 0.171 0.694 2.498  C17 1.082
2 H 1.092 2.238 1.379  C12 1.083
3 H 2.469 2.292 0.423  C12 1.091
4 H -2.640 -0.506 0.189  C8 1.097
5 H 1.285 0.377 -1.041  C9 1.094
6 H -1.247 0.926 -2.316  O14 0.976
7 H -0.106 -1.885 0.188  N13 1.005
8 C -2.094 -1.422 -0.070  H4 1.097, N13 1.461, H18 1.095, H19 1.087
9 C 1.178 0.505 0.041  H5 1.094, C10 1.538, C12 1.561, C23 1.526
10 C 2.264 -0.409 0.634  C9 1.538, H15 1.090, H16 1.091, H20 1.099
11 H -1.566 0.546 2.165  C17 1.089
12 C 1.416 2.012 0.371  H2 1.083, H3 1.091, C9 1.561, H25 1.086
13 N -0.665 -1.147 -0.202  H7 1.005, C8 1.461, C23 1.467
14 O -0.994 0.169 -2.879  H6 0.976, H21 0.961
15 H 3.117 -0.539 -0.031  C10 1.090
16 H 1.855 -1.339 1.031  C10 1.091
17 C -0.574 0.175 1.910  H1 1.082, H11 1.089, H22 1.097, C23 1.548
18 H -2.366 -2.028 0.801  C8 1.095
19 H -2.502 -1.777 -1.012  C8 1.087
20 H 2.774 0.065 1.483  C10 1.099
21 H -0.726 -0.483 -2.226  O14 0.961
22 H -0.584 -0.853 2.296  C17 1.097
23 C -0.258 0.130 0.395  C9 1.526, N13 1.467, C17 1.548, H24 1.097
24 H -0.896 0.843 -0.140  C23 1.097
25 H 0.905 2.532 -0.433  C12 1.086

The calculation puts the HOMO energy at -9.2 eV. Its SMILES is CN[C@@H](C)C(C)C.O. Its spin multiplicity is 1. The orbital gap is 0.37161 Eh. The total charge is 0. Its lowest unoccupied orbital energy is 0.88 eV. The molecular weight comes out at 119.21 g/mol.

---

--- iii ---
This record from OMol25 describes 2 unconnected molecules or ions with the total composition C6H17NO. The level of theory is wB97M-V/def2-TZVPD.

Bonds (Å) are listed after each position.
Atoms and positions in Å:
1 H -0.430 0.038 -1.468  C19 1.094
2 H 0.799 1.043 -0.682  C19 1.079
3 H 0.442 -1.338 3.400  C18 1.090
4 H -0.901 -0.945 -3.527  O21 0.960
5 H 0.659 0.452 1.916  C16 1.092
6 H 0.525 -1.539 -0.182  N9 1.008
7 C -2.380 1.537 -0.961  H10 1.084, C22 1.536, H23 1.075, H24 1.093
8 H -0.917 2.191 0.439  C22 1.090
9 N 0.249 -0.707 0.316  H6 1.008, C16 1.451, C19 1.464
10 H -2.668 2.582 -0.956  C7 1.084
11 H -1.782 -0.719 -4.774  O21 0.958
12 H 2.661 0.562 0.310  C15 1.091
13 H 2.993 0.252 2.085  C15 1.074
14 H 3.070 -1.009 0.818  C15 1.102
15 C 2.555 -0.101 1.170  H12 1.091, H13 1.074, H14 1.102, C16 1.538
16 C 1.087 -0.449 1.471  H5 1.092, N9 1.451, C15 1.538, C18 1.523
17 H 1.971 -1.908 2.787  C18 1.089
18 C 0.978 -1.583 2.483  H3 1.090, C16 1.523, H17 1.089, H25 1.088
19 C -0.088 0.451 -0.514  H1 1.094, H2 1.079, N9 1.464, C22 1.551
20 H -1.668 0.625 0.889  C22 1.081
21 O -0.961 -0.462 -4.354  H4 0.960, H11 0.958
22 C -1.290 1.232 0.078  C7 1.536, H8 1.090, C19 1.551, H20 1.081
23 H -3.262 0.946 -0.793  C7 1.075
24 H -2.107 1.278 -1.987  C7 1.093
25 H 0.466 -2.431 2.034  C18 1.088

The calculation puts the HOMO energy at -8.5 eV. Its SMILES is CCCNC(C)C.O. Its spin multiplicity is 1. The orbital gap is 0.34138 Eh. The total charge is 0. Its lowest unoccupied orbital energy is 0.82 eV. The molecular weight comes out at 119.21 g/mol.

---

--- iv ---
This record from OMol25 describes 2 unconnected molecules or ions with the total composition C6H17NO. The level of theory is wB97M-V/def2-TZVPD.

Bonds (Å) are listed after each position.
Atoms and positions in Å:
1 C -0.436 0.626 1.529  C6 1.530, C8 1.527, O19 1.426, N21 1.446
2 H -0.140 -0.428 -0.958  C12 1.087
3 H -1.535 2.449 1.222  C8 1.085
4 H 1.092 -2.603 -2.696  C23 1.088
5 H -0.433 2.023 -0.105  C8 1.088
6 C -0.442 0.618 3.059  C1 1.530, H14 1.089, H17 1.087, H24 1.085
7 H 0.414 1.116 -2.803  C18 1.088
8 C -0.558 2.044 0.976  C1 1.527, H3 1.085, H5 1.088, H20 1.085
9 H -0.825 -1.002 -2.486  C12 1.093
10 H 1.266 -0.183 -3.640  C18 1.088
11 H 0.196 -2.869 -1.201  C23 1.088
12 C 0.104 -0.837 -1.935  H2 1.087, H9 1.093, C18 1.522, C23 1.523
13 H 1.739 -2.009 -1.167  C23 1.087
14 H -0.384 -0.405 3.429  C6 1.089
15 H 1.856 0.403 -2.081  C18 1.087
16 H 1.014 -0.706 1.495  O19 0.964
17 H 0.407 1.180 3.440  C6 1.087
18 C 0.963 0.188 -2.663  H7 1.088, H10 1.088, C12 1.522, H15 1.087
19 O 0.810 0.124 1.049  C1 1.426, H16 0.964
20 H 0.219 2.672 1.399  C8 1.085
21 N -1.575 -0.147 1.086  C1 1.446, H22 1.012, H25 1.013
22 H -1.761 -0.020 0.099  N21 1.012
23 C 0.827 -2.162 -1.738  H4 1.088, H11 1.088, C12 1.523, H13 1.087
24 H -1.364 1.063 3.421  C6 1.085
25 H -1.453 -1.136 1.270  N21 1.013

The calculation puts the HOMO energy at -9.6 eV. Its SMILES is CC(C)(N)O.CCC. Its spin multiplicity is 1. The orbital gap is 0.38408 Eh. The total charge is 0. Its lowest unoccupied orbital energy is 0.86 eV. The molecular weight comes out at 119.21 g/mol.

---

Which is more stable than every other structure shown? iv is more stable than every other one.